A cluster of 2 separate species, CH6O in total at a distorted geometry. Source: the OMol25 dataset; level of theory: ωB97M-V/def2-TZVPD.

Structure (XYZ):
```
8
Properties=species:S:1:pos:R:3
O -2.06 0.75 0.71
C 1.34 -0.34 -0.61
H 1.26 -1.30 -1.14
H -2.93 0.97 1.12
H 0.61 -0.31 0.21
H 1.15 0.48 -1.31
H -1.72 -0.01 1.23
H 2.36 -0.24 -0.20
```

Largest force on an atom (hartree/bohr): 0.02391
Highest occupied orbital energy (eV): -11.6
SMILES: C.O
Charge: 0
Relative energy (zero: lowest compared OMol25 entry of this formula, charge and spin) (kcal/mol): 0.5

A cluster of 2 separate species, CH6O2 in total at a distorted geometry. Source: the OMol25 dataset; level of theory: ωB97M-V/def2-TZVPD.

Structure (XYZ):
```
9
Properties=species:S:1:pos:R:3
O -0.98 0.92 -0.08
O 2.19 -0.09 -0.04
C -1.46 -0.41 0.00
H 2.81 0.21 -0.68
H -0.01 1.00 0.08
H -2.60 -0.36 -0.03
H -1.31 -1.03 -0.86
H -1.16 -0.85 0.94
H 2.53 0.62 0.67
```

Largest force on an atom (hartree/bohr): 0.08611
Highest occupied orbital energy (eV): -10.1
SMILES: CO.O
Charge: 0
Relative energy (zero: lowest compared OMol25 entry of this formula, charge and spin) (kcal/mol): 13.3

An isolated molecule of CH6O2Si at a distorted geometry. Source: the OMol25 dataset; level of theory: ωB97M-V/def2-TZVPD.

Structure (XYZ):
```
10
Properties=species:S:1:pos:R:3
Si -0.52 -0.03 -0.34
O -1.59 -1.14 0.22
O 0.20 -0.45 -1.72
C 1.02 0.41 0.89
H -1.40 1.19 -0.69
H -0.23 -0.36 -2.63
H 1.03 1.55 1.14
H -1.39 -1.31 1.19
H 0.97 -0.17 1.72
H 1.91 0.32 0.22
```

Largest force on an atom (hartree/bohr): 0.10572
Highest occupied orbital energy (eV): -10.3
SMILES: C[SiH](O)O
Charge: 0
Relative energy (zero: lowest compared OMol25 entry of this formula, charge and spin) (kcal/mol): 3.9

A cluster of 2 separate species, CH6O3SSi in total at a distorted geometry. Source: the OMol25 dataset; level of theory: ωB97M-V/def2-TZVPD.

Structure (XYZ):
```
12
Properties=species:S:1:pos:R:3
S -1.73 0.46 -0.38
Si 0.84 -1.14 -0.98
O -0.61 -0.45 -1.20
O 0.80 -1.68 0.58
O -2.26 -0.33 0.65
C -0.60 1.52 0.65
H 2.23 0.70 -0.84
H -1.13 1.48 1.59
H 1.61 -1.91 1.07
H -0.56 2.47 0.14
H 1.04 -2.21 -1.92
H 0.36 1.10 0.64
```

Largest force on an atom (hartree/bohr): 0.08937
Highest occupied orbital energy (eV): -9.3
Charge: 0

An isolated molecule of CH6OSSi at a distorted geometry. Source: the OMol25 dataset; level of theory: ωB97M-V/def2-TZVPD.

Structure (XYZ):
```
10
Properties=species:S:1:pos:R:3
S 0.56 -0.52 1.22
Si 1.85 0.35 -0.21
O -0.55 -1.06 0.12
C -1.72 -0.31 0.14
H -2.60 -0.88 0.54
H 2.69 1.47 0.19
H -1.59 0.60 0.75
H -1.93 0.16 -0.86
H 0.72 0.82 -1.02
H 2.56 -0.61 -0.87
```

Largest force on an atom (hartree/bohr): 0.08957
Highest occupied orbital energy (spin up / spin down) (eV): -5.6 / -9.9
Charge: 0
Multiplicity: 3

An isolated molecule of CH6P2S at a distorted geometry. Source: the OMol25 dataset; level of theory: ωB97M-V/def2-TZVPD.

Structure (XYZ):
```
10
Properties=species:S:1:pos:R:3
S 1.18 1.28 0.81
P -0.27 1.83 -0.62
P 0.21 -1.50 -0.66
C 0.66 -0.37 1.24
H -0.07 -0.58 2.01
H 1.56 -0.90 1.63
H 0.25 3.15 -0.78
H 0.42 1.31 -1.74
H 1.37 -2.13 -0.44
H 0.80 -0.53 -1.51
```

Largest force on an atom (hartree/bohr): 0.06166
Highest occupied orbital energy (eV): -8.6
SMILES: PCSP
Charge: 0
Relative energy (zero: lowest compared OMol25 entry of this formula, charge and spin) (kcal/mol): 31.5

A cluster of 2 separate species, CH6S in total at a distorted geometry. Source: the OMol25 dataset; level of theory: ωB97M-V/def2-TZVPD.

Structure (XYZ):
```
8
Properties=species:S:1:pos:R:3
S 2.00 1.51 0.78
C -0.87 -1.04 -0.31
H -1.70 -1.59 -0.82
H -1.31 -0.13 0.12
H -0.11 -0.91 -1.09
H 1.36 2.79 0.42
H 0.94 0.88 0.35
H -0.30 -1.52 0.55
```

Largest force on an atom (hartree/bohr): 0.02980
Highest occupied orbital energy (spin up / spin down) (eV): 1.1 / -4.7
Charge: -1
Relative energy (zero: lowest compared OMol25 entry of this formula, charge and spin) (kcal/mol): 5.8
Multiplicity: 2

A cluster of 2 separate species, CH6S2 in total at a distorted geometry. Source: the OMol25 dataset; level of theory: ωB97M-V/def2-TZVPD.

Structure (XYZ):
```
9
Properties=species:S:1:pos:R:3
S 2.26 -0.02 -2.26
S 3.04 -0.09 -0.35
C -2.17 0.10 1.06
H -1.54 0.05 1.95
H -2.69 -0.85 1.00
H 1.72 -1.24 -2.27
H 3.95 0.86 -0.66
H -2.97 0.79 1.34
H -1.61 0.41 0.19
```

Largest force on an atom (hartree/bohr): 0.02976
Highest occupied orbital energy (eV): -8.6
SMILES: SS.C
Charge: 0
Relative energy (zero: lowest compared OMol25 entry of this formula, charge and spin) (kcal/mol): 7.7